[1]
179
Properties=species:S:1:pos:R:3 method="wB97M-V/def2-TZVPD" homo_ev=-8.85 gap_ev=9.45 smiles=COC[C@H](C)N.COC[C@H](C)N.COC[C@H](C)N.COC[C@H](C)N.COC[C@H](C)N.COC[C@H](C)N.COC[C@H](C)N.COCCNCCOC.CCO.CCO.CCO.CCO
C -3.90895 -1.19546 4.38313
C -4.45220 -2.07560 3.28829
O -4.67097 -1.21113 2.19592
H -4.71453 -0.49304 4.72762
H -3.07936 -0.58595 4.00663
H -3.51182 -1.69423 5.32081
H -5.44079 -2.47193 3.54917
H -3.82144 -2.98165 3.09834
H -4.07910 -1.44086 1.46722
C 6.90418 -0.48549 -2.69695
C 5.62710 0.14372 -2.17988
O 5.37005 0.10663 -0.77116
H 6.99469 -1.49555 -2.33432
H 7.82315 -0.12005 -2.19336
H 6.80991 -0.53798 -3.80708
H 4.73877 -0.38585 -2.61117
H 5.50746 1.18043 -2.43309
H 5.99013 0.74958 -0.41745
C -6.73091 -2.24317 -1.04401
C -5.45000 -2.53731 -0.29631
O -4.52107 -1.45369 -0.51084
H -7.31622 -3.11468 -1.16051
H -6.56328 -1.90887 -2.04109
H -7.34490 -1.45795 -0.54734
H -4.95364 -3.36132 -0.77902
H -5.64853 -2.68182 0.74876
H -4.85678 -0.76718 0.08006
C 1.58160 2.06385 3.64632
C 1.49723 3.41870 3.00590
O 0.15172 3.78855 2.75599
H 0.75687 1.91270 4.34678
H 2.58303 2.02202 4.03393
H 1.53342 1.29251 2.87359
H 2.14386 3.30261 2.07523
H 2.00707 4.12717 3.66032
H 0.15417 4.05064 1.84455
C 0.09039 7.10418 -3.34755
O 0.95706 6.54860 -2.41706
C 1.61979 5.57846 -3.09373
C 2.65553 4.82094 -2.21007
N 3.73279 5.63494 -1.85750
C 4.56388 5.17018 -0.80599
C 5.47384 4.05968 -1.37997
O 6.62256 3.93132 -0.62082
C 7.70461 3.24141 -1.16992
H -0.48183 7.92854 -2.95290
H -0.65917 6.45208 -3.72743
H 0.67922 7.57977 -4.19154
H 2.19248 5.99354 -3.91811
H 0.90653 4.82401 -3.46890
H 3.08169 4.08380 -2.93894
H 2.17337 4.23750 -1.38964
H 3.43600 6.62125 -1.76996
H 4.00746 4.88785 0.07171
H 5.19340 6.03116 -0.45698
H 5.71925 4.39006 -2.41015
H 4.96006 3.08326 -1.46132
H 8.05118 3.72398 -2.04145
H 7.55848 2.15760 -1.46303
H 8.52999 3.27186 -0.43063
C -2.58052 6.02451 -0.66287
C -1.66718 5.77430 0.50340
C -2.36804 5.23668 1.76533
O -3.66141 5.92056 1.95316
C -4.13262 5.96049 3.30080
N -0.48524 4.85527 0.21278
H -3.19412 5.16491 -0.96363
H -2.00795 6.26222 -1.60208
H -3.22446 6.93494 -0.48301
H -1.32133 6.76736 0.77502
H -1.75312 5.46097 2.59666
H -2.44852 4.15896 1.53797
H -4.97809 6.60174 3.32852
H -3.36908 6.31438 4.06217
H -4.34723 4.99594 3.65797
H -0.82716 3.95604 -0.14557
H 0.15740 5.31509 -0.44752
C -2.93724 2.02199 -3.62382
C -4.22225 1.27974 -3.80266
C -5.26115 1.84600 -2.78769
O -6.55441 1.26932 -2.88626
C -7.32600 1.75181 -1.77313
N -4.72426 1.09946 -5.14889
H -2.61848 2.15604 -2.58567
H -3.12450 3.12023 -3.89767
H -2.13471 1.66148 -4.14834
H -4.03227 0.22489 -3.42030
H -5.43513 2.92805 -2.89026
H -4.85520 1.84768 -1.74980
H -6.80321 1.61680 -0.80355
H -8.34706 1.28135 -1.87817
H -7.47767 2.85226 -1.90938
H -5.71574 0.84349 -5.10853
H -4.67444 1.90396 -5.74838
C -1.05728 -4.22116 6.20833
C -1.82471 -4.66972 4.93435
C -1.28797 -3.98792 3.68349
O -1.98999 -4.48200 2.55752
C -1.56041 -3.74856 1.31489
N -1.67479 -6.16583 4.92296
H -0.12361 -4.86347 6.21116
H -1.73453 -4.55660 7.01653
H -0.70094 -3.18599 6.18800
H -2.86338 -4.34674 5.01188
H -0.26676 -4.28608 3.54777
H -1.28660 -2.90516 3.73327
H -0.63872 -4.16052 0.84670
H -1.52617 -2.72117 1.58788
H -2.47594 -3.96501 0.64216
H -0.67139 -6.27907 4.96007
H -2.08917 -6.44055 4.06881
C -0.78052 -2.66887 -2.22043
C -1.10397 -2.20785 -3.69731
C -0.19467 -2.70408 -4.81139
O 1.13508 -2.20070 -4.71125
C 1.65338 -1.79263 -5.91477
N -2.38289 -2.78733 -4.09224
H -0.85700 -3.75233 -2.19694
H -1.39730 -2.29844 -1.47152
H 0.22372 -2.39930 -1.95345
H -1.12519 -1.09711 -3.67952
H -0.68950 -2.40345 -5.77083
H -0.15269 -3.80556 -4.87450
H 1.56414 -2.45656 -6.82574
H 2.72785 -1.60571 -5.79564
H 1.21324 -0.83328 -6.24104
H -2.83260 -2.43368 -4.99904
H -3.09107 -2.86516 -3.39919
C 3.37631 -4.10228 6.23750
C 2.99560 -4.50673 4.82212
C 2.87472 -3.30198 3.86180
O 1.66038 -2.73950 4.12514
C 1.38070 -1.71533 3.19865
N 4.06206 -5.44047 4.27960
H 2.68253 -3.35230 6.62894
H 4.33928 -3.68514 6.25510
H 3.45092 -5.01432 6.84124
H 2.02864 -5.07708 4.77237
H 2.89431 -3.62020 2.79392
H 3.71256 -2.58839 3.83804
H 2.16377 -1.00300 3.09468
H 0.55964 -1.17374 3.50838
H 1.23973 -2.09924 2.14168
H 4.96890 -4.97980 4.41217
H 4.15239 -6.33429 4.72069
C 2.73557 -4.48505 -2.62695
C 2.76308 -3.44736 -1.52606
C 2.71654 -4.08550 -0.13016
O 1.51237 -4.78400 0.06789
C 1.68425 -5.85224 1.05152
N 3.88407 -2.56621 -1.63486
H 3.71892 -5.01947 -2.65774
H 2.50317 -3.98290 -3.58015
H 1.99489 -5.21795 -2.33629
H 1.81006 -2.90008 -1.41818
H 2.77287 -3.27009 0.58496
H 3.60540 -4.70373 -0.07080
H 2.09401 -6.71745 0.55679
H 0.72728 -6.08392 1.47013
H 2.20153 -5.49100 1.98806
H 3.90341 -1.81130 -0.95157
H 4.72607 -3.12757 -1.47353
C 0.78288 0.83792 -2.11730
C 1.00900 0.94509 -0.63494
C -0.21673 0.71862 0.28314
O -1.39423 1.35043 -0.30348
C -2.58684 0.83612 0.19827
N 2.01675 0.02357 -0.05001
H 0.26801 -0.09653 -2.41402
H 1.70161 0.95264 -2.68692
H 0.04557 1.59630 -2.42976
H 1.40948 1.99161 -0.48963
H 0.06783 1.12715 1.22775
H -0.44731 -0.34072 0.44321
H -2.58596 -0.29051 0.32458
H -3.33083 1.18673 -0.49818
H -2.82909 1.28601 1.18595
H 1.71073 -0.91437 -0.24931
H 2.91940 0.14400 -0.47512



[2]
56
Properties=species:S:1:pos:R:3 method="wB97M-V/def2-TZVPD" total_charge=+1 homo_ev="-9.96 / -12.17" multiplicity=6 gap_ev="7.36 / 6.81"
C 1.15493 2.10509 2.40800
C 1.14204 3.14027 1.40987
C -0.23116 3.36358 1.01437
H 1.97467 3.68395 1.00671
C -1.05736 2.41701 1.72100
C -0.20417 1.66553 2.59301
H -0.58120 0.88158 3.23164
H 2.02292 1.55389 2.77828
H -0.61794 4.10093 0.32686
H -2.13084 2.31080 1.60470
Fe 0.39895 1.43438 0.56231
C -0.05147 -3.47832 -0.25216
H -0.50745 0.21791 0.15022
H 0.04736 -2.76872 0.58465
H 1.02191 -3.71287 -0.48229
Si 0.29819 0.76151 -1.38544
C 1.56117 -0.07009 -2.33660
C 2.56535 0.89116 -2.60246
H 2.51317 1.87227 -2.12677
C 3.59548 0.61158 -3.49750
H 4.28584 1.40273 -3.75521
C 3.69764 -0.65840 -4.07153
H 4.49772 -0.86100 -4.77116
C 2.71301 -1.60711 -3.80621
H 2.76509 -2.57139 -4.30797
C 1.65940 -1.32952 -2.93001
H 0.92636 -2.09154 -2.72727
C -1.18188 0.93634 -2.35621
C -0.91454 1.05417 -3.73308
H 0.04433 0.68492 -4.10592
C -1.83631 1.68406 -4.55930
H -1.56680 1.82368 -5.59198
C -3.05770 2.11705 -4.02523
H -3.75362 2.62197 -4.69543
C -3.37490 1.86525 -2.69771
H -4.36380 2.15235 -2.31940
C -2.43114 1.29401 -1.82185
H -2.63769 1.10444 -0.77297
H -0.62059 -4.34553 0.11244
H -0.56791 -3.08330 -1.06866
C 2.15120 -0.97819 4.08770
O 0.95460 -1.08715 3.33414
C 0.27808 -2.33413 3.44315
C -1.22116 -2.11110 3.60422
O -1.67541 -1.08611 2.74079
C -2.98635 -0.62323 3.03639
H 2.79622 -1.86241 4.01018
H 1.93337 -0.79980 5.14521
H 2.66889 -0.10563 3.69976
H 0.61561 -2.90675 4.32496
H 0.44617 -2.91882 2.52285
H -1.75582 -3.05380 3.37307
H -1.40691 -1.83220 4.65968
H -3.70277 -1.45860 3.06374
H -3.03513 -0.10263 4.00380
H -3.25766 0.08592 2.24661



Record order is preserved below.
Energy: -83964.1228; -69647.9835 eV
Record order is preserved below.
F_max: 4.1; 3.9 eV Å⁻¹